Computed, not measured: a cluster of 2 separate species, C2H8N2O in total, with ωB97M-V/def2-TZVPD.

Results
- LUMO (eV) = 0.73
- energy above the lowest of the compared OMol25 structures with the same formula, charge and spin (kJ/mol) = 184.4
- orbital gap (eV) = 7.9327
- spin multiplicity = 1
- F_max (hartree/bohr) = 0.0227

Bonds (Å) are listed after each position.
Positions of all 13 atoms, in Å:
1 C -0.2187 -0.4729 1.5533  C2 1.336, N4 1.432, H5 1.089
2 C -0.2875 -0.6886 0.2365  C1 1.336, N3 1.407, H6 1.082
3 N -1.4570 -0.4912 -0.5199  C2 1.407, H7 1.000, H8 0.997
4 N 0.9861 -0.6150 2.3149  C1 1.432, H9 1.013, H10 1.005
5 H -1.0847 -0.1145 2.1072  C1 1.089
6 H 0.5986 -0.7955 -0.3756  C2 1.082
7 H -2.3337 -0.5461 -0.0429  N3 1.000
8 H -1.3787 -0.5259 -1.5135  N3 0.997
9 H 1.7670 -0.0904 1.9395  N4 1.013
10 H 0.8446 -0.3660 3.2783  N4 1.005
11 H 0.5290 1.8079 -3.6773  O13 0.968
12 H 0.9231 1.0535 -2.3946  O13 0.961
13 O 1.1119 1.8446 -2.9059  H11 0.968, H12 0.961

Atom charges from the Löwdin analysis, given in e for atoms 1 to 2: C -0.2298; C -0.2287